Record 1
Entry from the OMol25 dataset: a molecular structure, C2H7N5O (wB97M-V/def2-TZVPD).

Geometry (Å):
C -0.21429 -0.28508 -0.28802
C 0.57894 1.97621 0.59730
H -0.13132 -2.72781 0.09574
H 1.91317 -2.71617 -0.25718
H 0.77594 -0.52856 1.55004
H -0.75266 1.39815 -0.94443
H 0.57594 3.16467 0.22118
H -2.80235 -0.05614 -0.96959
H -2.08700 -0.39389 -2.47330
N 0.95133 -2.37335 0.45849
N 0.91955 -0.94630 0.25481
N -0.10414 1.13886 -0.21871
N -1.18010 -0.89963 -0.84341
N -1.85870 0.03019 -1.48553
O 1.15310 1.63307 1.72028

Calculated values
**Orbital gap**: 9.71 eV
**HOMO level**: -0.329 Ha
**Molecular weight**: 117.11 g mol⁻¹
**Total charge**: 0


Record 2
Entry from the OMol25 dataset: a single C4H10N2O2 molecule (wB97M-V/def2-TZVPD).

Geometry (Å):
C 0.04008 0.30464 2.09552
C 1.06493 0.54322 1.01205
O 2.39820 0.29853 1.45955
C 0.86862 -0.34207 -0.24806
N -0.50342 -0.34919 -0.73577
C -0.80088 -0.10838 -2.03817
N -2.10353 -0.53193 -2.39014
O -0.02969 0.39229 -2.83013
H 0.41991 -0.26265 2.94416
H -0.33554 1.24658 2.51011
H -0.91175 -0.17070 1.82521
H 1.09006 1.56986 0.69113
H 2.42655 -0.16316 2.30213
H 1.44934 0.04750 -1.07806
H 1.12466 -1.33442 0.09697
H -1.21344 -0.75286 -0.15374
H -2.17078 -0.50151 -3.40114
H -2.81331 0.11424 -2.06163

Calculated values
**Orbital gap**: 10.25 eV
**SMILES**: C[C@@H](O)CNC(N)=O
**HOMO level**: -0.350 Ha
**Molecular weight**: 118.14 g mol⁻¹
**Total charge**: 0


Record 3
Entry from the OMol25 dataset: a molecular structure, C42H54AgO3SSe (wB97M-V/def2-TZVPD).

Geometry (Å):
Ag -1.77648 -0.83620 -1.61267
C 0.59249 5.25147 1.38713
C 0.59477 5.34891 -0.13910
C 2.05209 5.26062 -0.61528
C 0.02110 6.71671 -0.53401
C -0.21971 4.22951 -0.78343
C -0.85128 3.23850 -0.05673
C -1.52855 2.20375 -0.68565
Se -2.27302 0.82902 0.44555
C -0.65791 0.43947 1.39115
C -0.61321 0.72606 2.75200
C 0.55673 0.59966 3.47849
C 1.70797 0.28253 2.74376
C 1.71648 0.00864 1.39000
C 0.46780 -0.05193 0.67224
O 0.39122 -0.51398 -0.52871
C 3.02809 -0.19360 0.62889
C 3.13883 -1.62360 0.08893
C 4.25437 0.05992 1.51000
C 3.07960 0.80443 -0.54017
C 0.65417 0.84533 4.98168
C 1.19743 -0.41351 5.67319
C -0.70684 1.17259 5.59606
C 1.60017 2.02050 5.26671
C -1.61831 2.08276 -2.09301
O -2.20954 1.09010 -2.68203
C -0.99294 3.13705 -2.84489
C -0.32575 4.14682 -2.17730
C -1.03974 3.08809 -4.37380
C -0.34029 4.28715 -5.01954
C -0.33406 1.81847 -4.87573
C -2.49960 3.09174 -4.85209
H 1.19133 6.06340 1.80851
H -0.41875 5.33288 1.79169
H 1.01834 4.30487 1.72716
H 2.65453 6.05708 -0.16676
H 2.48489 4.29841 -0.33478
H 2.12158 5.35212 -1.70057
H 0.61011 7.52582 -0.09086
H 0.02441 6.85047 -1.61703
H -1.01090 6.81080 -0.18961
H -0.80536 3.22872 1.02527
H -1.52635 1.06922 3.22293
H 2.65309 0.27337 3.27320
H 3.08863 -2.34958 0.90484
H 2.33165 -1.81430 -0.60863
H 4.08919 -1.75635 -0.43978
H 4.34936 -0.69260 2.29801
H 5.15323 0.00186 0.89122
H 4.22649 1.04760 1.97559
H 2.26555 0.61839 -1.23754
H 2.97239 1.82567 -0.16354
H 4.03885 0.73204 -1.06142
H 0.53459 -1.26252 5.49175
H 2.18489 -0.67884 5.29215
H 1.27929 -0.25865 6.75364
H -1.42254 0.36423 5.43179
H -0.60026 1.31732 6.67427
H -1.12705 2.08781 5.17468
H 2.60140 1.82819 4.87814
H 1.22844 2.93102 4.79241
H 1.68348 2.19857 6.34345
H 0.15649 4.91818 -2.76531
H 0.72220 4.32210 -4.76750
H -0.42169 4.20377 -6.10642
H -0.79661 5.23425 -4.72105
H 0.71629 1.82548 -4.57304
H -0.81011 0.93178 -4.46277
H -0.37549 1.77468 -5.96921
H -2.99335 4.01933 -4.54997
H -2.53753 3.02574 -5.94453
H -3.04002 2.25054 -4.42346
O -2.17147 -3.16312 -1.68757
S -1.00721 -4.04718 -2.04044
C -1.40366 -5.64684 -1.27485
C -2.55442 -6.29387 -1.98414
C -2.34367 -7.31028 -2.90999
C -3.41230 -7.88833 -3.57970
C -4.70452 -7.44854 -3.33330
C -4.92184 -6.42946 -2.41591
C -3.85422 -5.85520 -1.74364
C 0.38460 -3.58288 -0.97271
C 0.21022 -3.78792 0.49738
C 0.90365 -4.79919 1.15644
C 0.78516 -4.95837 2.52964
C -0.02828 -4.10067 3.25750
C -0.72593 -3.09275 2.60621
C -0.61378 -2.93902 1.23322
H -1.63551 -5.42957 -0.23146
H -0.49563 -6.25091 -1.32343
H -1.33361 -7.65206 -3.10570
H -3.23531 -8.68101 -4.29555
H -5.53942 -7.89682 -3.85658
H -5.92673 -6.07560 -2.22464
H -4.01908 -5.04858 -1.04079
H 0.50966 -2.51571 -1.19302
H 1.23967 -4.13659 -1.36911
H 1.56260 -5.45131 0.59232
H 1.34183 -5.73926 3.03286
H -0.10489 -4.20875 4.33233
H -1.33718 -2.39725 3.16751
H -1.12944 -2.13276 0.72857

Calculated values
**Orbital gap**: 6.08 eV
**HOMO level**: -0.144 Ha
**Molecular weight**: 825.79 g mol⁻¹
**Total charge**: -1


Record 4
Entry from the OMol25 dataset: 2 unconnected molecules or ions with the total composition C3H7NO (wB97M-V/def2-TZVPD).

Geometry (Å):
C -1.98106 -0.14197 -0.03029
N -1.01679 0.13352 -1.05919
C -0.03495 -0.34300 -1.55984
O 0.93031 -0.71026 -2.12522
H -2.11692 -1.21814 0.11565
H -2.94004 0.29720 -0.31374
H -1.66126 0.30651 0.91578
C 1.78366 0.35213 1.33060
H 1.08739 -0.28619 0.78210
H 1.80252 1.34417 0.87319
H 2.78145 -0.08949 1.28572
H 1.46376 0.43152 2.37224

Calculated values
**Orbital gap**: 11.13 eV
**SMILES**: CN=C=O.C
**HOMO level**: -0.382 Ha
**Molecular weight**: 73.09 g mol⁻¹
**Total charge**: 0


Record 5
Entry from the OMol25 dataset: 2 unconnected molecules or ions with the total composition C2H4S3 (wB97M-V/def2-TZVPD).

Geometry (Å):
C -4.36557 -0.11216 -0.15116
C -0.42035 1.18672 0.78975
S -4.01216 1.24645 0.57122
S -4.70033 -1.35209 -1.05882
S -0.50286 -0.55964 1.34106
H -0.02064 1.73344 1.64786
H -1.32147 1.61235 0.55198
H 0.32851 1.28073 0.01576
H -0.84501 -0.87963 0.07734

Calculated values
**Orbital gap**: 8.83 eV
**HOMO level**: -0.335 Ha
**Molecular weight**: 124.26 g mol⁻¹
**Total charge**: 0


Record 6
Entry from the OMol25 dataset: a molecular structure, C19H26N2PtS2Si2 (wB97M-V/def2-TZVPD).

Geometry (Å):
Pt -1.29204 -0.59668 -1.12693
S -0.46810 -0.43769 -3.76936
C 0.09217 -1.89750 -3.18632
N -0.27118 -2.36789 -1.93957
C 0.19743 -3.62229 -1.76446
C -0.02558 -4.41508 -0.59933
C 0.37732 -5.67535 -0.56699
C 1.03222 -6.24683 -1.67128
C 1.53353 -5.50328 -2.76773
C 0.94763 -4.20520 -2.88928
S 1.09266 -2.98119 -4.10140
H -0.41388 -4.01920 0.32601
H 0.28539 -6.27369 0.35736
H 1.35977 -7.24261 -1.68110
H 1.93908 -5.81403 -3.68510
C -1.13822 -0.82869 2.27309
Si 0.28591 0.35964 2.07246
C 1.95874 -0.51095 1.93533
C 0.29328 1.52945 3.47436
C -0.08728 1.49522 0.49205
C -1.51183 1.72247 0.43927
C -2.14152 2.89362 1.01486
C -3.50034 3.05881 0.98483
C -4.26697 2.27093 0.14858
C -3.65596 1.18059 -0.38060
N -2.31797 0.93950 -0.27283
Si 1.25361 2.50739 -0.35003
C 2.23900 1.33097 -1.48787
C 2.34248 3.37893 0.93769
C 0.19884 3.71198 -1.29536
H -2.14068 -0.47128 2.56205
H -0.99565 -1.72516 2.86618
H -1.15474 -1.21238 1.22275
H 1.94934 -1.00107 2.84596
H 2.95833 0.03626 2.01394
H 2.01375 -1.23601 1.05479
H 1.19554 2.17664 3.46850
H 0.36955 0.98188 4.37895
H -0.63075 2.19287 3.57000
H -1.58547 3.67296 1.47532
H -3.88987 4.04214 1.42548
H -5.30980 2.33060 -0.04696
H -4.26247 0.56977 -1.06413
H 2.99179 2.00902 -1.96242
H 1.68332 1.14959 -2.44995
H 2.64922 0.50058 -0.98501
H 2.96146 2.55335 1.26031
H 1.94657 4.00125 1.70721
H 2.95346 3.99509 0.23785
H -0.67056 3.06939 -1.51123
H 0.67865 4.03556 -2.25717
H -0.04919 4.58762 -0.73274

Calculated values
**Orbital gap (alpha / beta)**: 7.76 / 5.06 eV
**HOMO level (alpha / beta)**: -0.524 / -0.542 Ha
**Molecular weight**: 597.82 g mol⁻¹
**⟨S²⟩**: 6.06
**2S+1**: 5
**Total charge**: +2


Record 7
Entry from the OMol25 dataset: 6 unconnected molecules or ions with the total composition C38H38N10O10 (wB97M-V/def2-TZVPD).

Geometry (Å):
C -8.60237 4.02393 8.89400
C -8.34071 2.65328 8.93819
C -7.01477 2.12840 9.42707
C -7.18984 0.91690 10.27005
N -7.13182 0.11233 11.09596
C -6.10188 1.79663 8.19246
C -6.12120 3.00044 7.34760
N -5.93974 3.92860 6.69161
C -6.66399 0.52281 7.50784
C -6.50407 0.46225 5.96545
N -6.74488 -0.95778 5.56614
N -7.53550 1.23286 5.26853
N -5.17670 0.79193 5.48896
H -8.92354 4.60516 9.75701
H -8.45547 4.57150 7.96016
H -9.08755 1.94086 8.58222
H -6.54723 2.93615 9.99534
H -5.11570 1.59642 8.60418
H -7.72288 0.38336 7.71771
H -6.12271 -0.32873 7.91840
H -5.85408 -1.44194 5.60908
H -7.31816 -1.39941 6.28011
H -8.23331 1.55632 5.92940
H -8.04102 0.57224 4.69124
H -4.51916 0.94507 6.24421
H -5.26859 1.66778 4.98841
O -1.94999 0.55828 5.16734
N -2.03342 1.76422 5.24910
O -2.48201 2.35826 6.21487
C -1.57053 2.56289 4.11146
C -1.09013 1.91849 2.98332
C -0.67370 2.67588 1.90235
C -0.73809 4.06139 1.95912
C -1.21417 4.69298 3.09866
C -1.63456 3.94245 4.18475
H -1.04026 0.84044 2.93814
H -0.30115 2.18775 1.01383
H -0.41483 4.64916 1.11094
H -1.25998 5.77249 3.14075
H -2.00737 4.43563 5.07047
O 2.07664 3.05744 0.88295
N 2.58839 3.00468 1.98230
O 2.23022 3.66083 2.94059
C 3.71996 2.08828 2.16778
C 4.18556 1.34672 1.09220
C 5.26976 0.50262 1.28700
C 5.86711 0.40585 2.53615
C 5.38119 1.14948 3.60329
C 4.30219 1.99683 3.42133
H 3.72554 1.41381 0.10325
H 5.65090 -0.07772 0.45825
H 6.71611 -0.25072 2.67888
H 5.84639 1.07070 4.57653
H 3.92662 2.57679 4.25156
O 4.91121 1.01454 -2.02592
N 3.71555 1.06716 -2.22791
O 2.94364 1.76809 -1.59409
C 3.16030 0.23135 -3.29609
C 4.00340 -0.60248 -4.00808
C 3.46813 -1.40664 -5.00105
C 2.10687 -1.36672 -5.27443
C 1.27494 -0.51686 -4.55698
C 1.80155 0.28785 -3.56048
H 5.06255 -0.63886 -3.80045
H 4.11407 -2.06936 -5.56165
H 1.69633 -1.99928 -6.04535
H 0.21793 -0.48686 -4.77401
H 1.15328 0.94622 -3.00095
O -0.99117 -2.93714 -5.73252
N -0.73651 -2.53484 -6.84799
O -0.32221 -1.41907 -7.09714
C -0.94232 -3.45545 -7.97227
C -1.44504 -4.72057 -7.72498
C -1.65889 -5.57899 -8.79091
C -1.36606 -5.16795 -10.08455
C -0.85312 -3.89842 -10.31534
C -0.63912 -3.03350 -9.25461
H -1.67316 -5.04125 -6.71915
H -2.05700 -6.56847 -8.61342
H -1.53924 -5.83894 -10.91582
H -0.62335 -3.58146 -11.32324
H -0.24304 -2.04503 -9.43545
O 6.60775 -3.08805 -4.37277
N 7.08572 -2.27314 -5.13477
O 7.08787 -1.07362 -4.94589
C 7.69709 -2.77031 -6.37346
C 7.67864 -4.12834 -6.63757
C 8.23671 -4.59128 -7.81799
C 8.80751 -3.69784 -8.71472
C 8.82655 -2.33881 -8.43070
C 8.26802 -1.86829 -7.25347
H 7.23510 -4.82407 -5.94056
H 8.22433 -5.64937 -8.04044
H 9.23817 -4.06186 -9.63846
H 9.27411 -1.64519 -9.12904
H 8.28073 -0.81065 -7.03472

Calculated values
**Orbital gap**: 7.17 eV
**SMILES**: C=C[C@@H](C#N)[C@H](C#N)CC(N)(N)N.O=[N+]([O-])c1ccccc1.O=[N+]([O-])c1ccccc1.O=[N+]([O-])c1ccccc1.O=[N+]([O-])c1ccccc1.O=[N+]([O-])c1ccccc1
**HOMO level**: -0.299 Ha
**Molecular weight**: 794.78 g mol⁻¹
**Total charge**: 0


Number 3 is which compound?
C42H54AgO3SSe


Among the records above, which one has the highest molecular weight?
C42H54AgO3SSe


Among the records above, which one has the lowest total charge?
C42H54AgO3SSe


Which value of molecular weight does entry 5 give?
124.26 g mol⁻¹